Molecular formula: C3H12N3
Method: DFT, ωB97M-V/def2-TZVPD

Geometry as XYZ:
```
18
Properties=species:S:1:pos:R:3:forces:R:3
C -1.32433 -1.11574 -0.42177 -0.8 0.8 -0.6
N -0.58227 0.09433 0.10649 -1.1 -2.5 -1.2
C -1.41624 1.26224 0.26054 -2.3 1.0 -0.9
N 0.44752 -0.18806 1.00481 -1.3 0.0 2.6
C 1.65400 -0.47842 0.37105 1.8 -0.7 -1.5
N 1.72695 0.62801 -0.62790 0.1 0.2 0.3
H -1.27276 -2.01748 0.15565 1.2 -0.4 0.6
H -2.44192 -1.05215 -0.40790 0.8 1.0 -0.2
H -1.03108 -1.29478 -1.45516 0.0 -0.3 0.0
H -2.51595 0.94388 0.53002 2.1 0.9 -0.4
H -0.98181 1.85373 1.04040 0.0 0.5 0.5
H -1.48229 1.97257 -0.72416 0.2 -1.9 2.1
H 0.31163 -0.93352 1.69936 -0.9 0.6 -0.1
H 2.54401 -0.41261 1.03113 -0.8 0.0 -0.1
H 1.71110 -1.45916 -0.15238 -0.1 0.5 0.0
H 1.64124 0.35843 -1.57724 0.5 -0.8 -1.3
H 2.56016 1.18335 -0.50419 0.0 0.6 0.0
H 0.77026 1.05546 -0.50393 0.6 0.4 0.1
```
Forces are in eV/Å.

Computed properties:
Kohn-Sham gap = 10.2 eV
Total charge = +1
Energy above the lowest of the compared OMol25 structures with the same formula, charge and spin = 84.5 kcal per mole
E_LUMO = -3.29 eV

***

Molecular formula: C3H12N3O
Method: DFT, ωB97M-V/def2-TZVPD

Geometry as XYZ:
```
19
Properties=species:S:1:pos:R:3:forces:R:3
C 0.11749 -2.01371 2.52486 -1.5 1.3 0.6
O 0.17956 -1.29007 1.27715 0.6 -1.0 1.5
H 1.04676 -1.54744 0.96428 0.1 0.4 -0.8
H 1.06775 -2.37655 2.88006 0.3 -0.7 -0.4
H -0.18596 -1.35856 3.36214 0.0 0.3 -0.5
H -0.71087 -2.71100 2.44012 0.4 -0.7 0.1
C 1.17623 1.83558 -0.17373 -0.2 -2.8 0.7
C -0.58380 0.56139 -1.29400 -1.2 -1.1 -0.9
N 0.00004 0.95742 -0.12097 0.5 1.9 0.5
N 0.00585 0.64508 -2.54784 0.4 0.2 0.3
N -1.90118 0.04968 -1.21194 -0.5 0.0 0.8
H -0.22384 0.51296 0.75553 0.2 -0.3 -0.6
H 0.92353 0.29518 -2.76015 0.0 -0.4 0.1
H -0.52903 0.91089 -3.35078 -0.2 0.3 0.0
H -2.39520 0.07804 -0.32840 0.4 0.2 -0.3
H -2.44339 -0.36324 -1.94840 0.6 0.0 -0.2
H 1.34336 2.20908 0.83531 -0.4 1.2 -0.3
H 1.03439 2.42656 -1.07452 0.6 0.7 0.5
H 2.07830 1.17870 -0.22870 -0.1 0.5 -0.8
```
Forces are in eV/Å.

Computed properties:
Kohn-Sham gap (alpha / beta) = 4.2 / 8.8 eV
Spin multiplicity = 2
Energy above the lowest of the compared OMol25 structures with the same formula, charge and spin = 31.5 kcal per mole
<S²> = 0.75
E_LUMO (alpha / beta) = 0.76 / 0.73 eV

***

Molecular formula: C3H12N3O
Method: DFT, ωB97M-V/def2-TZVPD

Geometry as XYZ:
```
19
Properties=species:S:1:pos:R:3:forces:R:3
C -1.82298 0.38855 1.61756 1.5 2.5 -0.5
C -0.17669 -1.07115 0.37878 0.9 4.1 -1.4
N 1.03220 -1.24261 -0.31232 -2.0 -2.7 2.5
N -0.62756 0.27297 0.68242 -0.4 -5.5 0.7
N -0.97403 -2.12406 0.55979 -2.2 0.0 1.0
H 1.59505 -0.53687 -0.68018 0.3 2.0 -0.1
H 1.62899 -2.01513 -0.03314 -0.7 -0.4 -0.1
H -0.02070 1.04602 0.46228 0.0 -0.3 0.1
H -2.02847 -2.05143 0.76858 2.7 0.2 -0.3
H -0.63491 -3.08020 0.58773 0.2 0.4 -0.4
H -1.57756 1.06764 2.49265 0.0 -1.0 -1.0
H -2.15856 -0.55968 1.99377 0.0 -0.2 0.0
H -2.56762 0.92820 1.03668 -0.5 -0.4 0.2
C 1.27646 2.34703 -1.30861 3.0 2.0 -4.3
O 1.14451 0.99512 -1.36085 -0.8 -2.0 -2.5
H 0.83433 0.86216 -2.28053 0.3 -0.9 0.8
H 2.34141 2.65325 -1.59906 -1.1 -0.2 1.0
H 0.72049 2.83053 -2.13623 -0.4 0.1 1.0
H 1.03654 2.56391 -0.36129 -0.8 2.2 3.3
```
Forces are in eV/Å.

Computed properties:
Kohn-Sham gap = 11.1 eV
Total charge = +1
Energy above the lowest of the compared OMol25 structures with the same formula, charge and spin = 64.1 kcal per mole
E_LUMO = -3.02 eV

***

Molecular formula: C3H12N3O
Method: DFT, ωB97M-V/def2-TZVPD

Geometry as XYZ:
```
19
Properties=species:S:1:pos:R:3:forces:R:3
C 0.58567 0.92631 -1.57167 2.1 0.8 -2.9
C 0.70106 -1.34936 -0.80629 0.1 -1.2 0.5
N -0.17604 -1.09098 0.19812 -0.7 1.5 -0.8
N 1.25044 -0.40870 -1.58840 -1.7 -1.1 1.9
N 1.00920 -2.67073 -0.84036 -0.2 0.9 -0.2
H -0.66775 -0.19561 0.24936 0.4 0.0 -0.1
H -0.86612 -1.79336 0.39193 0.1 -0.6 0.2
H 1.97659 -0.75737 -2.19385 0.0 0.7 -0.3
H 1.63284 -3.12139 -1.47908 0.1 0.1 -0.3
H 0.40245 -3.26140 -0.29258 0.4 -0.2 0.0
H 0.32168 1.20136 -0.54555 0.1 0.3 -0.7
H -0.20320 0.97560 -2.35597 -0.1 -0.4 1.2
H 1.33776 1.62220 -2.09756 -0.9 -0.7 1.6
C -0.89328 1.56807 2.42158 -1.0 1.4 -1.3
O -1.84199 1.37820 1.35427 0.1 -0.5 -0.9
H -2.50544 2.07323 1.33615 0.2 0.0 0.1
H -1.39493 2.29875 3.07310 0.8 -0.8 0.7
H -0.68015 0.56538 2.72887 0.2 -0.2 1.1
H 0.01119 2.03978 2.01792 0.0 -0.1 0.2
```
Forces are in eV/Å.

Computed properties:
Kohn-Sham gap = 10.8 eV
Total charge = +1
Energy above the lowest of the compared OMol25 structures with the same formula, charge and spin = 41.1 kcal per mole
E_LUMO = -2.96 eV

***

Molecular formula: C3H12N3O2
Method: DFT, ωB97M-V/def2-TZVPD

Geometry as XYZ:
```
20
Properties=species:S:1:pos:R:3:forces:R:3
C -0.00761 -0.72315 -2.54330 3.0 -1.4 0.3
C -3.30709 -0.08079 2.22053 -0.9 2.4 -4.7
C 1.69229 0.67496 -1.38027 -3.8 0.3 -1.4
N 0.03896 -0.64372 1.63697 0.5 -0.1 -0.3
N 1.15506 1.28931 -0.11056 -3.0 -2.7 -0.1
N -1.09304 -0.19086 1.61643 -1.3 1.3 -0.5
O 0.55085 0.52572 -2.22141 1.0 2.5 1.0
O -2.08346 -0.64715 2.40857 3.4 -2.8 2.1
H -0.80708 -0.44016 -3.20358 -0.7 -0.6 0.1
H -0.21083 -1.28365 -1.56830 -0.3 0.3 -1.7
H 0.83471 -1.22354 -3.17218 -1.8 0.0 1.0
H -4.02102 -0.13668 2.97241 -0.6 -1.0 1.8
H -3.70624 -0.48563 1.24874 -0.1 0.3 1.0
H -3.16472 0.99520 2.04714 -0.1 -0.1 0.0
H 2.11988 -0.26403 -1.25041 1.1 -1.5 1.0
H 2.32373 1.35654 -1.86564 1.1 1.0 -0.3
H 0.39731 -1.42597 2.19567 -1.1 -0.2 0.6
H 0.35079 0.63346 0.29309 1.5 0.8 -1.2
H 1.72554 1.15563 0.68374 1.5 1.0 1.1
H 0.65616 2.16547 -0.25381 0.8 0.4 0.1
```
Forces are in eV/Å.

Computed properties:
Kohn-Sham gap = 11.1 eV
Total charge = +1
Energy above the lowest of the compared OMol25 structures with the same formula, charge and spin = 135.5 kcal per mole
E_LUMO = -3.19 eV

***

Molecular formula: C3H12N4
Method: DFT, ωB97M-V/def2-TZVPD

Geometry as XYZ:
```
19
Properties=species:S:1:pos:R:3:forces:R:3
C 0.74073 -0.88807 1.06311 -0.9 -0.1 0.8
C 2.19488 -1.07632 0.72008 0.1 0.4 -0.3
N 0.39767 0.29008 -0.72628 -0.1 -0.2 0.1
H 0.57092 -0.07292 -1.66955 -0.1 0.5 0.2
H 0.96862 1.10118 -0.49949 0.0 -0.1 -0.4
H 0.12470 -1.74685 0.82918 -0.1 0.2 0.0
H 0.60799 -0.56385 2.08363 0.1 -0.2 0.1
H 2.35385 -1.48798 -0.27731 0.0 0.1 0.0
H 2.75977 -0.14710 0.82136 0.0 -0.1 -0.1
H 2.62448 -1.78231 1.44300 -0.2 0.1 0.0
C -1.02211 0.59696 -0.31746 0.4 -0.1 -1.1
N -1.92309 -0.31638 -0.99667 -0.1 -0.3 -0.2
N -1.25621 1.99037 -0.71211 -0.2 0.1 0.2
N -1.10778 0.35469 1.05385 0.9 -0.2 0.4
H -2.17869 2.23365 -0.36791 0.0 0.1 0.0
H -1.31463 2.05416 -1.72475 0.0 0.0 0.1
H -1.55982 -0.65343 -1.87993 -0.1 0.0 0.0
H -2.11306 -1.10129 -0.38734 0.0 0.0 0.0
H -0.86822 1.21543 1.54458 0.1 0.0 0.0
```
Forces are in eV/Å.

Computed properties:
Kohn-Sham gap (alpha / beta) = 8.1 / 8.1 eV
Energy above the lowest of the compared OMol25 structures with the same formula, charge and spin = 92.9 kcal per mole
E_LUMO (alpha / beta) = 0.57 / 0.57 eV

***

Molecular formula: C3H12N4
Method: DFT, ωB97M-V/def2-TZVPD

Geometry as XYZ:
```
19
Properties=species:S:1:pos:R:3:forces:R:3
C 1.97983 -1.82233 0.20137 2.2 -1.8 0.9
N 1.20830 -0.71900 -0.31159 -3.1 1.0 -1.2
C 0.26663 -0.06258 0.33603 0.7 1.2 -1.3
N -0.00755 -0.19535 1.59929 0.7 -1.5 1.7
C -0.50501 1.09683 -0.51959 2.5 -0.6 1.1
N -0.67306 0.58823 -1.82509 -0.8 0.4 0.1
N -1.85462 1.31387 0.25875 0.3 -2.0 1.4
H 2.51350 -1.57526 1.16066 -0.9 0.3 -0.6
H 2.92296 -1.92731 -0.46628 -2.1 -0.5 0.7
H 1.35466 -2.78789 0.45851 1.3 1.8 -1.2
H 0.93779 -0.60663 -1.33052 1.2 -0.7 1.0
H -0.32165 0.63107 2.10385 0.2 -0.9 0.4
H 0.41140 -1.03758 2.10346 -0.7 1.9 -0.4
H 0.24002 1.98237 -0.46402 -1.8 -1.0 -0.1
H -1.60009 0.16208 -1.97380 1.1 0.2 -0.7
H -0.17545 1.01525 -2.62326 -1.0 0.0 0.7
H -2.40220 0.38990 0.11745 1.0 1.4 1.1
H -1.79642 1.61357 1.32798 -0.2 -1.0 -2.8
H -2.49904 1.94077 -0.15321 -0.5 1.8 -1.0
```
Forces are in eV/Å.

Computed properties:
Kohn-Sham gap = 10.8 eV
Total charge = +2
Energy above the lowest of the compared OMol25 structures with the same formula, charge and spin = 49.5 kcal per mole
E_LUMO = -8.08 eV

***

Molecular formula: C3H12N4O15V
Method: DFT, ωB97M-V/def2-TZVPD

Geometry as XYZ:
```
35
Properties=species:S:1:pos:R:3:forces:R:3
V -0.18392 0.00604 -0.00346 0.0 0.2 1.2
N -3.38803 -0.66378 0.57840 0.5 0.2 0.8
O -2.20775 -0.19515 0.25197 -0.1 -0.2 -0.3
O -3.56609 -1.16509 1.68595 0.5 0.2 -0.7
O -4.26769 -0.50749 -0.24157 -0.3 -0.1 -0.4
N -0.80373 -0.01234 3.25964 -1.4 0.1 -0.3
O -0.29364 -0.23348 2.08605 0.6 -0.2 -0.3
O -0.96551 -1.01624 3.97007 0.4 1.1 -0.2
O -1.15963 1.13237 3.55395 0.6 -1.2 -0.1
N 1.33963 2.86416 0.74335 -0.8 0.3 0.4
O 1.86548 2.80920 1.85392 -0.2 -0.1 -1.2
O 1.27731 3.88527 0.04531 0.3 -1.1 0.7
O 0.73999 1.79374 0.27121 0.2 0.2 -0.4
N 1.61633 -0.46309 -2.85636 -0.9 0.3 -0.5
O 1.82003 -1.57421 -3.34540 0.1 0.2 0.5
O 2.04728 0.57675 -3.35207 0.0 -0.4 0.6
O 0.80594 -0.38813 -1.84139 0.3 -0.3 0.0
C -0.81894 2.43079 -2.20696 0.4 0.7 -0.5
O -1.20862 1.25646 -1.52632 -0.3 -0.3 0.1
H -1.53215 3.23504 -2.00514 0.1 0.0 0.1
H 0.16330 2.72729 -1.85836 0.0 0.0 0.1
H -0.76229 2.27194 -3.28829 0.0 -0.2 0.1
H -2.01825 0.92516 -1.93300 0.0 -0.2 0.5
C -1.07111 -3.05511 0.78272 0.0 0.2 -0.1
O -0.32260 -2.20386 -0.10528 -0.3 0.3 0.1
H -1.54088 -2.41856 1.52551 0.1 0.0 0.1
H -1.84309 -3.57846 0.21862 0.0 -0.1 0.0
H -0.39017 -3.75328 1.26739 -0.1 -0.1 0.0
H 0.21174 -2.71907 -0.71821 0.0 0.3 -0.2
C 2.97040 -0.07992 0.37715 0.0 1.0 0.5
O 1.74757 -0.79148 0.63449 0.8 0.3 -0.7
H 2.93681 0.37026 -0.61293 -0.1 -0.4 -0.1
H 3.05458 0.77533 1.06383 0.0 -0.4 0.1
H 3.84148 -0.71705 0.49417 0.0 -0.2 -0.1
H 1.90624 -1.52403 1.23104 -0.4 0.1 0.3
```
Forces are in eV/Å.

Computed properties:
Kohn-Sham gap (alpha / beta) = 8.3 / 9.0 eV
Spin multiplicity = 3
Total charge = -1
Energy above the lowest of the compared OMol25 structures with the same formula, charge and spin = 0.0 kcal per mole
<S²> = 2.01
E_LUMO (alpha / beta) = 1.65 / 2.36 eV

***

Among the records above, which one has the lowest energy above the lowest of the compared OMol25 structures with the same formula, charge and spin?
C3H12N4O15V

***

Among the records above, which one has the lowest energy above the lowest of the compared OMol25 structures with the same formula, charge and spin?
C3H12N4O15V

***

energy above the lowest of the compared OMol25 structures with the same formula, charge and spin of number 3 (C3H12N3O)?
64.1 kcal per mole